Entry 1:
The following is a DFT calculation (ωB97M-V/def2-TZVPD) of C22H21N5O2 in the gas phase in a non-equilibrium geometry.

```
! RIJCOSX wB97M-V def2-TZVPD def2/J DEFGRID3
* xyz 0 1
C 0.393 -1.228 -0.286
C 1.259 -1.694 -1.000
C -3.392 5.024 2.682
C -3.475 6.213 2.630
N -1.819 -2.292 3.507
N -0.902 0.811 0.172
O 4.300 -5.045 -2.902
O 3.572 -1.057 -5.236
C -1.039 -2.185 2.407
C -1.561 1.155 1.248
C -2.400 -1.203 4.085
C -0.535 -0.490 0.487
C -2.237 0.007 3.464
C -1.056 -0.965 1.635
C 2.920 -3.265 -1.913
C 2.424 -1.284 -3.121
C 4.126 -2.900 -3.940
C 2.203 -2.109 -2.026
C 3.840 -3.766 -2.855
C 3.379 -1.703 -4.042
N -0.388 -3.372 2.129
N -1.605 0.159 2.174
N -3.266 3.667 2.836
C -3.705 7.539 2.315
C 3.598 -6.077 -2.236
C 3.243 0.363 -5.417
C -3.531 2.981 1.431
C -1.865 3.208 2.854
C -1.977 2.657 1.494
H -2.835 -1.241 5.053
H -2.698 0.773 4.037
H 2.704 -3.924 -1.042
H 1.772 -0.420 -3.301
H 4.720 -3.347 -4.776
H -0.490 -4.233 2.745
H 0.185 -3.368 1.297
H -4.742 7.664 2.152
H -3.151 7.673 1.347
H -3.388 8.146 3.110
H 3.945 -7.133 -2.359
H 2.552 -5.998 -2.530
H 3.600 -5.911 -1.153
H 2.760 0.866 -4.583
H 4.111 0.994 -5.715
H 2.621 0.405 -6.252
H -4.200 2.120 1.380
H -3.782 3.723 0.640
H -1.153 4.100 2.822
H -1.681 2.652 3.732
H -1.357 3.312 0.820
*
```

Calculated values
HOMO level	-7.46	eV
ΔE to the lowest compared entry with this formula, charge and spin	785.8	kJ/mol
SMILES	CC#CN1CC(c2nc(C#Cc3cc(OC)cc(OC)c3)c3c(N)nccn23)C1
frontier orbital gap	0.2816	Ha
strongest force on any atom	4.34	eV/A
calculated total energy	-34692.460	eV

Results of the natural (NBO) charge analysis, in e, for atoms 1 through 2: -0.02 0.02


Entry 2:
The following is a DFT calculation (ωB97M-V/def2-TZVPD) of C22H21NO5 in the gas phase in a non-equilibrium geometry.

```
! RIJCOSX wB97M-V def2-TZVPD def2/J DEFGRID3
* xyz 0 1
O -4.098 -0.288 2.567
O -0.297 3.515 2.612
O -3.368 -1.044 -0.067
O 1.747 -0.154 -5.168
O 0.889 0.298 -1.486
C -3.245 0.579 2.498
C -1.078 2.543 2.587
C 2.831 -3.886 -1.609
C 2.275 -3.922 -2.898
C -4.082 2.575 5.677
C -3.147 3.605 5.557
C -1.386 -0.301 -0.664
C -4.057 1.658 4.651
C -2.264 3.629 4.450
C -2.424 -0.135 0.204
C -0.150 0.514 -0.524
C -3.094 1.589 3.572
C -2.110 2.562 3.550
C -2.359 0.717 1.289
C -1.137 1.569 1.436
C -0.028 1.387 0.554
N 1.146 2.089 0.662
C 2.518 -0.141 -3.972
C 0.848 -0.994 -2.200
C 3.124 -2.583 -0.940
C 2.125 -2.696 -3.722
C 3.335 -1.428 -1.951
C 2.192 -1.392 -2.986
H -3.983 -1.096 0.663
H 2.311 -0.634 -5.832
H 2.982 -4.830 -1.208
H 2.257 -4.913 -3.409
H -4.820 2.621 6.464
H -3.237 4.462 6.190
H -1.415 -1.246 -1.266
H -4.797 0.876 4.557
H -1.579 4.463 4.316
H 1.084 2.919 1.278
H 1.567 2.264 -0.179
H 3.628 -0.172 -4.188
H 2.338 0.911 -3.470
H 0.621 -1.807 -1.526
H 0.031 -0.889 -2.968
H 4.118 -2.749 -0.443
H 2.382 -2.412 -0.181
H 1.231 -2.725 -4.190
H 2.884 -2.765 -4.473
H 4.269 -1.650 -2.447
H 3.424 -0.493 -1.366
*
```

Calculated values
HOMO level	-8.07	eV
ΔE to the lowest compared entry with this formula, charge and spin	295.1	kJ/mol
SMILES	Nc1c(OC[C@]2(CO)CC=CCC2)cc(O)c2c1C(=O)c1ccccc1C2=O
frontier orbital gap	0.2526	Ha
strongest force on any atom	5.63	eV/A
calculated total energy	-34879.967	eV

Results of the natural (NBO) charge analysis, in e, for atoms 1 through 2: -0.58 -0.57


Entry 3:
The following is a DFT calculation (ωB97M-V/def2-TZVPD) of a molecular structure, C22H22BrCoO2S2SbSe4.

```
! RIJCOSX wB97M-V def2-TZVPD def2/J DEFGRID3
* xyz -2 2
Co -0.378 0.213 -0.616
O -1.564 -1.327 0.067
S -1.008 -2.467 0.899
C -0.975 -1.786 2.594
C -2.171 -0.918 2.949
C -1.811 0.163 3.987
C -2.435 1.525 3.701
S -1.703 2.425 2.289
O -1.612 1.458 1.167
C -0.056 2.602 2.972
C 0.967 1.835 2.446
C 2.250 1.981 2.958
C 2.495 2.890 3.976
C 1.460 3.669 4.485
C 0.178 3.533 3.977
C -2.473 -3.478 1.134
C -2.339 -4.682 1.813
C -3.450 -5.489 1.998
C -4.683 -5.103 1.485
C -4.798 -3.913 0.779
C -3.690 -3.095 0.598
H -0.054 -1.196 2.558
H -0.815 -2.628 3.272
H -2.998 -1.535 3.309
H -2.499 -0.437 2.027
H -0.726 0.286 4.037
H -2.124 -0.147 4.988
H -2.343 2.209 4.549
H -3.495 1.438 3.448
H 0.779 1.137 1.635
H 3.046 1.378 2.539
H 3.498 3.007 4.368
H 1.657 4.393 5.266
H -0.630 4.154 4.349
H -1.362 -4.993 2.164
H -3.350 -6.433 2.521
H -5.549 -5.741 1.617
H -5.752 -3.625 0.356
H -3.738 -2.175 0.031
Se 0.078 -4.279 -1.620
Sb 1.209 -2.140 -2.125
Se 1.651 -0.996 0.193
Se -0.869 -0.640 -2.852
Se -0.050 0.629 -4.639
Br 1.544 6.457 -1.714
C 1.068 4.609 -1.479
C 2.000 3.732 -0.962
C 1.633 2.401 -0.774
C 0.358 1.916 -1.087
C -0.526 2.848 -1.650
C -0.198 4.185 -1.840
H 2.995 4.076 -0.707
H 2.371 1.713 -0.375
H -1.508 2.518 -1.974
H -0.905 4.876 -2.280
*
```

Calculated values
HOMO level (alpha / beta)	-0.49 / -0.50	eV
ΔE to the lowest compared entry with this formula, charge and spin	51.0	kJ/mol
frontier orbital gap (alpha / beta)	0.1516 / 0.1520	Ha
strongest force on any atom	0.08	eV/A
calculated total energy	-424530.239	eV

Results of the natural (NBO) charge analysis, in e, for atoms 1 through 2: 0.88 -1.04


Entry 4:
The following is a DFT calculation (ωB97M-V/def2-TZVPD) of a molecular structure, C22H22Cl2N5O5RuS3 in a non-equilibrium geometry.

```
! RIJCOSX wB97M-V def2-TZVPD def2/J DEFGRID3
* xyz 0 6
Ru 8.741 9.514 11.153
Cl 6.163 12.575 14.327
C 7.521 11.617 14.730
C 7.910 11.605 16.084
C 9.015 10.871 16.519
Cl 9.404 10.863 18.230
C 9.706 10.012 15.532
C 10.882 9.270 15.815
C 11.452 8.530 14.856
C 10.844 8.547 13.579
N 9.789 9.217 13.245
C 9.178 9.991 14.254
C 8.030 10.733 13.823
O 7.519 10.539 12.611
H 7.257 12.138 16.733
H 11.278 9.423 16.821
H 12.369 7.964 15.019
H 11.373 7.918 12.818
C 7.296 10.603 6.932
N 7.909 9.328 7.237
C 8.928 8.790 6.527
C 9.463 7.810 7.326
N 8.673 7.703 8.471
C 7.699 8.689 8.421
S 6.636 9.014 9.744
C 8.753 6.643 9.437
C 8.838 5.329 8.996
C 8.928 4.334 9.915
C 8.777 4.679 11.269
C 8.721 5.989 11.606
N 8.796 6.946 10.722
H 6.388 10.679 7.376
H 7.076 10.722 5.829
H 7.960 11.396 7.232
H 9.189 9.208 5.579
H 10.220 7.066 7.113
H 8.663 5.181 7.959
H 9.064 3.229 9.654
H 8.831 3.889 11.976
H 8.647 6.329 12.636
O 12.511 10.770 10.037
S 11.377 10.016 9.631
O 11.515 9.405 8.336
O 10.944 9.034 10.681
S 9.727 11.300 9.597
C 5.239 8.970 15.844
N 6.383 8.189 15.632
C 7.124 7.904 16.825
C 6.627 7.451 14.547
C 5.640 7.535 13.377
O 7.607 6.716 14.433
H 4.740 9.078 14.949
H 5.505 10.012 16.172
H 4.560 8.518 16.536
H 7.342 8.821 17.371
H 8.020 7.355 16.651
H 6.512 7.440 17.591
H 5.876 8.426 12.806
H 4.605 7.396 13.578
H 5.884 6.749 12.694
*
```

Calculated values
HOMO level (alpha / beta)	-7.85 / -7.93	eV
ΔE to the lowest compared entry with this formula, charge and spin	0.0	kJ/mol
frontier orbital gap (alpha / beta)	0.2853 / 0.2403	Ha
strongest force on any atom	3.35	eV/A
calculated total energy	-100990.951	eV

Results of the natural (NBO) charge analysis, in e, for atoms 1 through 2: 1.48 0.03


> Look up the ΔE to the lowest compared entry with this formula, charge and spin of the first one.

785.8 kJ/mol